# C3H11IN3

A cluster of 2 separate species, C3H11IN3 in total at a distorted geometry (ωB97M-V with the def2-TZVPD basis set, the Open Molecules 2025 dataset).

Element x y z (Å)
I 1.41 -4.83 0.74
C 1.91 -4.75 2.78
H 1.74 -3.74 3.18
H 2.98 -5.01 2.93
H 1.30 -5.47 3.36
C -1.32 1.57 -0.83
N -1.83 2.76 -1.12
N -0.01 1.36 -0.96
N -2.13 0.58 -0.42
C 0.94 2.37 -1.40
H -1.22 3.52 -1.43
H -2.83 2.93 -1.02
H 0.35 0.42 -0.73
H -1.74 -0.34 -0.20
H -3.13 0.75 -0.32
H 1.94 1.92 -1.42
H 0.95 3.24 -0.72
H 0.70 2.73 -2.42

Summary:
Multiplicity   1
Charge   +1
Highest occupied orbital energy   -11.5 eV
HOMO-LUMO gap   8.4 eV

=====

# C12H26BCsF4N5O4

A structure of composition C12H26BCsF4N5O4 (ωB97M-V with the def2-TZVPD basis set, the Open Molecules 2025 dataset).

Element x y z (Å)
Cs -0.62 0.35 -0.10
C -0.88 3.99 1.71
O -0.88 2.67 2.25
C -0.02 2.56 3.35
C -0.09 1.14 3.87
O 0.39 0.18 2.96
C 1.81 0.07 2.94
H -1.20 4.71 2.48
H -1.57 4.02 0.88
H 0.12 4.26 1.36
H -0.33 3.24 4.15
H 1.00 2.82 3.07
H -1.14 0.89 4.06
H 0.46 1.07 4.82
H 2.18 -0.22 3.93
H 2.29 1.01 2.66
H 2.08 -0.70 2.21
N 0.96 -3.91 -1.43
C 2.16 -3.78 -0.60
C 2.25 -2.43 0.13
O 3.11 -2.34 1.02
O 1.45 -1.53 -0.25
H 1.21 -4.16 -2.38
H 0.57 -2.97 -1.49
H 3.08 -3.87 -1.20
H 2.21 -4.56 0.16
C 0.00 0.81 -3.93
N -0.99 -0.13 -3.37
C -0.65 -1.48 -3.84
N -0.64 -1.58 -5.30
C 0.32 -0.60 -5.81
N 0.01 0.77 -5.40
C -1.33 1.10 -5.87
N -2.35 0.17 -5.37
C -2.31 0.22 -3.90
C -1.97 -1.18 -5.78
H 0.99 0.54 -3.56
H -0.25 1.82 -3.60
H -1.38 -2.19 -3.44
H 0.34 -1.74 -3.45
H 0.32 -0.65 -6.91
H 1.32 -0.86 -5.45
H -1.34 1.08 -6.96
H -1.58 2.11 -5.53
H -3.04 -0.49 -3.51
H -2.58 1.23 -3.57
H -1.98 -1.24 -6.87
H -2.71 -1.89 -5.39
F -2.65 2.42 -1.22
B -1.80 3.41 -1.78
F -0.46 3.07 -1.42
F -2.12 4.67 -1.27
F -1.92 3.41 -3.17

Summary:
Multiplicity   1
Charge   -1
Highest occupied orbital energy   -5.6 eV
HOMO-LUMO gap   7.7 eV

=====

# C3H4N2O

The molecule C3H4N2O (ωB97M-V with the def2-TZVPD basis set, the Open Molecules 2025 dataset).

Element x y z (Å)
C -1.45 -0.11 -0.14
C 0.04 -0.08 0.00
C 1.01 0.87 0.13
O 2.19 0.23 0.21
N 1.94 -1.12 0.12
N 0.71 -1.29 0.00
H -1.71 -0.63 -1.06
H -1.87 -0.69 0.69
H -1.93 0.87 -0.14
H 1.07 1.94 0.19

Summary:
Multiplicity   1
SMILES string   Cc1conn1
Highest occupied orbital energy   -10.1 eV
HOMO-LUMO gap   11.0 eV

=====

# C5H9NO

A structure of composition C5H9NO (ωB97M-V with the def2-TZVPD basis set, the Open Molecules 2025 dataset).

Element x y z (Å)
C -1.02 -0.33 1.22
C -0.18 -0.06 -0.03
C -0.26 -1.20 -1.03
C -0.31 1.36 -0.63
O 1.09 1.63 -0.34
C 1.24 0.40 0.25
N 2.23 -0.13 0.81
H -0.64 0.20 2.10
H -2.06 -0.03 1.07
H -1.02 -1.40 1.46
H 0.17 -2.10 -0.59
H -1.30 -1.41 -1.31
H 0.31 -0.97 -1.94
H -0.95 2.05 -0.09
H -0.50 1.41 -1.71
H 3.03 0.51 0.80

Summary:
Multiplicity   1
Highest occupied orbital energy   -10.0 eV
HOMO-LUMO gap   10.9 eV